Entry 1:
Entry from OMol25: a structure of composition C4H8O (ωB97M-V/def2-TZVPD).

Structure (XYZ):
```
13
C4H8O | OMol25 | ωB97M-V/def2-TZVPD
C -1.30 -0.79 0.06
C 0.05 -0.22 0.42
C 1.40 -0.31 -0.34
O 1.51 1.13 -0.31
C 0.12 1.24 0.01
H -2.01 -0.05 0.46
H -1.56 -1.75 0.51
H -1.45 -0.81 -1.02
H 0.25 -0.32 1.49
H 1.34 -0.72 -1.36
H 2.24 -0.79 0.18
H -0.12 1.96 0.79
H -0.47 1.44 -0.90
```

## Properties
**ΔE to the lowest compared entry with this formula, charge and spin**: 136.85 kJ/mol
**HOMO-LUMO gap**: 10.7664 eV
**2S+1**: 1

***

Entry 2:
Entry from OMol25: the molecule C3H4N2O2 at a distorted geometry (ωB97M-V/def2-TZVPD).

Structure (XYZ):
```
11
C3H4N2O2 | OMol25 | ωB97M-V/def2-TZVPD
N 0.39 2.78 0.04
C 0.66 1.66 -0.32
C 1.17 0.22 -0.42
O 0.02 -0.22 -1.11
C -1.10 -0.55 -0.57
N -1.37 -0.96 0.59
O -0.23 -1.32 1.59
H 1.09 -0.35 0.68
H 2.00 -0.07 -1.31
H -1.75 -0.24 -1.43
H -0.88 -0.95 2.25
```

## Properties
**SMILES**: N#CCO/C=N\O
**ΔE to the lowest compared entry with this formula, charge and spin**: 669.27 kJ/mol
**HOMO-LUMO gap**: 10.6865 eV
**2S+1**: 1

***

Entry 3:
Entry from OMol25: a structure of composition C6Cl5MnOS4 (ωB97M-V/def2-TZVPD).

Structure (XYZ):
```
17
C6Cl5MnOS4 | OMol25 | ωB97M-V/def2-TZVPD
Mn -1.49 1.77 -0.16
S -2.71 2.63 1.26
S -3.79 4.26 0.63
S -3.30 4.49 -1.36
S -1.94 2.99 -1.75
Cl 2.02 -4.31 0.00
C 1.51 -2.67 0.06
C 0.19 -2.34 -0.21
Cl -0.97 -3.55 -0.62
C -0.19 -1.01 -0.16
Cl -1.83 -0.50 -0.49
C 0.67 0.03 0.17
O 0.26 1.28 0.21
C 2.01 -0.32 0.44
Cl 3.10 0.94 0.84
C 2.41 -1.65 0.39
Cl 4.05 -2.05 0.73
```

## Properties
**HOMO-LUMO gap (alpha / beta)**: 6.8207 / 6.8554 eV
**2S+1**: 1

***

Entry 4:
Entry from OMol25: the molecule C5H3NO (ωB97M-V/def2-TZVPD).

Structure (XYZ):
```
10
C5H3NO | OMol25 | ωB97M-V/def2-TZVPD
C -1.59 -1.14 -1.65
C -0.99 -0.41 -0.90
C -0.09 0.18 0.05
C 0.66 1.40 0.10
N 1.58 1.38 1.03
O 1.45 0.15 1.66
C 0.45 -0.52 1.08
H -2.17 -1.81 -2.26
H 0.54 2.30 -0.50
H 0.20 -1.51 1.45
```

## Properties
**SMILES**: C#Cc1cnoc1
**ΔE to the lowest compared entry with this formula, charge and spin**: 242.71 kJ/mol
**HOMO-LUMO gap**: 10.3788 eV
**2S+1**: 1

***

Entry 5:
Entry from OMol25: a structure of composition C27H19N3Ta at a distorted geometry (ωB97M-V/def2-TZVPD).

Structure (XYZ):
```
50
C27H19N3Ta | OMol25 | ωB97M-V/def2-TZVPD
Ta 0.55 0.89 -1.50
C 4.16 -1.70 -1.20
C 3.51 -2.94 -1.22
C 2.12 -3.06 -1.29
C 1.33 -1.94 -1.35
C 1.99 -0.65 -1.33
C 3.40 -0.54 -1.25
C -0.13 -1.99 -1.34
C -0.89 -3.14 -1.29
C -2.27 -3.05 -1.22
C -2.93 -1.81 -1.20
C -4.34 -1.68 -1.16
C -4.91 -0.44 -1.13
C -4.10 0.72 -1.13
C -2.74 0.60 -1.17
C -2.15 -0.65 -1.23
N -0.76 -0.77 -1.30
H 5.23 -1.64 -1.15
H 4.11 -3.85 -1.17
H 1.68 -4.05 -1.31
H 3.90 0.42 -1.24
H -0.41 -4.10 -1.31
H -2.85 -3.97 -1.17
H -4.96 -2.58 -1.14
H -5.99 -0.33 -1.11
H -4.57 1.69 -1.10
H -2.12 1.51 -1.16
C 0.60 -1.83 4.14
C 0.58 -0.48 4.50
C 0.57 0.49 3.52
C 0.58 0.11 2.18
C 0.60 -1.23 1.82
C 0.61 -2.20 2.81
N 0.59 1.12 1.17
N 0.62 2.29 1.45
C 0.64 3.29 0.48
C 0.64 4.59 0.87
C 0.64 5.60 -0.11
C 0.64 5.26 -1.45
C 0.63 3.93 -1.83
C 0.64 2.91 -0.87
H 0.61 -2.59 4.91
H 0.57 -0.19 5.54
H 0.55 1.54 3.77
H 0.63 -1.51 0.78
H 0.63 -3.25 2.53
H 0.65 4.84 1.93
H 0.64 6.64 0.18
H 0.64 6.04 -2.21
H 0.63 3.69 -2.90
```

## Properties
**ΔE to the lowest compared entry with this formula, charge and spin**: 209.04 kJ/mol
**HOMO-LUMO gap (alpha / beta)**: 5.2206 / 5.2223 eV
**Total charge**: +3
**2S+1**: 1

***

Entry 6:
Entry from OMol25: a structure of composition C19H21CoN7O3S4 (ωB97M-V/def2-TZVPD).

Structure (XYZ):
```
55
C19H21CoN7O3S4 | OMol25 | ωB97M-V/def2-TZVPD
Co 0.02 -0.38 0.52
O -1.45 6.20 -0.34
C -1.21 5.03 -0.22
S -1.28 4.17 1.33
C -0.87 2.58 0.71
C -0.69 2.48 -0.62
S -0.23 0.99 -1.43
S -0.88 3.93 -1.57
S -0.70 1.28 1.87
N 1.93 -0.14 1.10
C 2.68 -0.40 -0.14
C 4.21 -0.40 -0.02
C 4.86 0.76 -0.78
C 5.06 0.44 -2.27
N 3.92 -0.23 -2.89
C 2.78 0.37 -3.22
N 1.73 -0.37 -3.57
N 2.68 1.70 -3.27
C 2.04 -1.65 -0.79
O 2.68 -2.29 -1.64
O 0.84 -1.86 -0.46
H 2.07 0.79 1.48
H 2.17 -0.82 1.82
H 2.36 0.40 -0.80
H 4.61 -1.35 -0.37
H 4.48 -0.33 1.04
H 5.84 1.00 -0.37
H 4.26 1.67 -0.65
H 5.90 -0.23 -2.39
H 5.31 1.33 -2.85
H 3.77 -1.20 -2.58
H 1.78 -1.35 -3.30
H 0.82 0.07 -3.43
H 3.40 2.27 -2.87
H 1.74 2.09 -3.24
N -7.96 -3.99 -5.30
C -7.19 -3.72 -4.49
C -6.23 -3.37 -3.48
C -6.59 -3.36 -2.14
C -5.67 -3.02 -1.17
C -4.37 -2.70 -1.55
C -3.99 -2.72 -2.89
C -4.92 -3.04 -3.85
N -3.42 -2.35 -0.56
C -3.33 -2.87 0.72
C -2.28 -2.23 1.30
N -1.74 -1.33 0.41
C -2.43 -1.43 -0.69
H -7.61 -3.61 -1.86
H -5.96 -2.98 -0.13
H -2.97 -2.50 -3.16
H -4.64 -3.05 -4.90
H -3.98 -3.64 1.07
H -1.90 -2.34 2.30
H -2.27 -0.83 -1.57
```

## Properties
**⟨S²⟩**: 0.7606
**ΔE to the lowest compared entry with this formula, charge and spin**: 12.99 kJ/mol
**HOMO-LUMO gap (alpha / beta)**: 6.2625 / 6.2402 eV
**2S+1**: 2

***

Entry 7:
Entry from OMol25: the molecule C4H6FNS at a distorted geometry (ωB97M-V/def2-TZVPD).

Structure (XYZ):
```
13
C4H6FNS | OMol25 | ωB97M-V/def2-TZVPD
C -1.26 -0.76 0.65
C -1.04 0.70 0.49
S -2.18 1.73 1.10
C 0.21 1.16 -0.04
F 0.34 2.50 -0.04
C 1.26 0.50 -0.56
N 1.49 -0.84 -0.67
H -0.41 -1.26 1.13
H -2.22 -1.02 1.07
H -1.21 -1.21 -0.37
H 2.03 1.13 -0.99
H 2.28 -1.18 -1.16
H 0.69 -1.46 -0.60
```

## Properties
**SMILES**: CC(=S)/C(F)=C\N
**ΔE to the lowest compared entry with this formula, charge and spin**: 103.87 kJ/mol
**HOMO-LUMO gap**: 7.9479 eV
**2S+1**: 1

***

Entry 8:
Entry from OMol25: the molecule C7H10S at a distorted geometry (ωB97M-V/def2-TZVPD).

Structure (XYZ):
```
18
C7H10S | OMol25 | ωB97M-V/def2-TZVPD
C -1.20 0.30 0.51
C -0.78 -0.41 1.55
C -0.41 0.83 -0.60
C 0.73 -2.88 1.24
C 1.96 1.87 -0.38
C 0.79 1.32 -0.47
C -1.12 0.87 -1.93
S 0.81 -1.27 1.76
H -2.26 0.51 0.43
H -1.48 -0.74 2.31
H 0.49 -3.54 2.06
H 0.13 -3.04 0.36
H 2.88 1.33 -0.50
H 2.06 2.93 -0.18
H 1.32 -0.72 0.63
H -1.57 -0.10 -2.15
H -0.43 1.12 -2.73
H -1.92 1.61 -1.91
```

## Properties
**⟨S²⟩**: 2.0144
**ΔE to the lowest compared entry with this formula, charge and spin**: 224.79 kJ/mol
**HOMO-LUMO gap (alpha / beta)**: 5.1576 / 6.4212 eV
**2S+1**: 3

***

Entry 9:
Entry from OMol25: a structure of composition H24O12 at a distorted geometry (ωB97M-V/def2-TZVPD).

Structure (XYZ):
```
36
H24O12 | OMol25 | ωB97M-V/def2-TZVPD
O 4.38 -8.45 -3.60
H 4.02 -9.03 -2.89
H 4.21 -8.93 -4.58
O 6.85 -13.12 0.68
H 7.18 -12.23 0.51
H 6.29 -13.10 1.55
O 7.95 -10.50 0.13
H 8.29 -10.57 -0.84
H 7.77 -9.57 0.20
O 3.54 -12.50 -0.38
H 3.20 -12.89 0.51
H 3.69 -11.83 0.07
O 8.36 -11.67 -2.01
H 7.35 -11.89 -1.81
H 8.11 -11.30 -2.76
O 4.85 -6.91 -0.98
H 5.20 -6.58 -1.79
H 4.38 -6.18 -0.56
O 4.64 -10.66 2.88
H 4.31 -10.46 1.91
H 5.28 -11.35 2.88
O 7.11 -7.84 0.22
H 6.22 -7.59 -0.13
H 7.57 -7.30 -0.42
O 4.97 -10.13 0.18
H 4.37 -9.75 -0.38
H 5.55 -10.61 -0.48
O 3.43 -11.19 -3.15
H 3.09 -11.26 -2.15
H 3.26 -11.81 -3.70
O 3.10 -8.42 -1.20
H 3.12 -8.33 -0.26
H 3.49 -7.64 -1.51
O 6.18 -11.63 -1.93
H 5.43 -11.53 -2.49
H 6.13 -12.55 -1.62
```

## Properties
**ΔE to the lowest compared entry with this formula, charge and spin**: 650.16 kJ/mol
**HOMO-LUMO gap**: 9.7007 eV
**2S+1**: 1

***

Entry 10:
Entry from OMol25: a cluster of 8 separate species, C28H77ClN7O11 in total at a distorted geometry (ωB97M-V/def2-TZVPD).

Structure (XYZ):
```
124
C28H77ClN7O11 | OMol25 | ωB97M-V/def2-TZVPD
Cl 16.24 -29.88 -23.04
O 16.80 -28.67 -22.37
O 14.91 -30.09 -22.55
O 16.36 -29.84 -24.46
O 17.10 -31.01 -22.67
C 17.64 -32.62 -27.50
C 17.28 -33.72 -26.52
C 18.48 -34.37 -25.78
O 17.89 -35.33 -24.91
C 18.74 -36.22 -24.23
N 16.43 -33.03 -25.51
H 17.94 -31.63 -27.14
H 16.80 -32.46 -28.17
H 18.50 -33.02 -28.03
H 16.71 -34.45 -27.10
H 19.01 -33.63 -25.18
H 19.23 -34.83 -26.42
H 18.14 -36.92 -23.65
H 19.40 -35.79 -23.48
H 19.36 -36.79 -24.92
H 16.12 -32.19 -25.97
H 17.07 -32.71 -24.80
C 16.88 -32.94 -19.31
C 17.69 -34.15 -19.70
C 17.38 -34.55 -21.13
O 16.17 -35.29 -21.29
C 16.19 -36.61 -20.76
N 19.10 -34.05 -19.47
H 17.15 -32.45 -18.38
H 15.81 -33.14 -19.21
H 16.90 -32.17 -20.08
H 17.41 -34.95 -19.02
H 18.19 -35.12 -21.58
H 17.36 -33.65 -21.76
H 16.45 -36.65 -19.70
H 16.99 -37.19 -21.24
H 15.25 -37.12 -20.94
H 19.49 -34.94 -19.75
H 19.19 -34.08 -18.47
C 13.38 -32.78 -21.05
C 13.64 -33.69 -22.25
C 12.39 -33.82 -23.16
O 12.69 -34.66 -24.31
C 11.50 -35.37 -24.83
N 14.63 -33.10 -23.11
H 14.26 -32.41 -20.52
H 12.86 -33.33 -20.27
H 12.75 -31.92 -21.29
H 13.99 -34.64 -21.84
H 12.02 -32.83 -23.42
H 11.56 -34.21 -22.56
H 11.27 -36.25 -24.24
H 11.72 -35.63 -25.87
H 10.64 -34.70 -24.88
H 14.53 -32.10 -23.05
H 15.48 -33.07 -22.57
C 17.79 -25.18 -21.10
C 17.70 -24.70 -22.61
C 18.67 -23.55 -22.97
O 18.57 -23.13 -24.29
C 19.18 -21.89 -24.56
N 17.94 -25.85 -23.43
H 17.14 -26.03 -20.87
H 17.51 -24.54 -20.27
H 18.82 -25.53 -20.99
H 16.73 -24.24 -22.77
H 19.66 -23.93 -22.72
H 18.50 -22.72 -22.28
H 20.24 -21.82 -24.34
H 18.61 -21.09 -24.07
H 19.15 -21.65 -25.62
H 18.92 -26.08 -23.33
H 17.50 -26.62 -22.95
C 20.41 -32.40 -22.51
C 20.80 -31.10 -23.25
C 20.48 -31.00 -24.80
O 20.86 -32.15 -25.56
C 22.28 -32.24 -25.60
N 20.19 -29.98 -22.56
H 20.87 -33.26 -23.00
H 19.35 -32.59 -22.35
H 20.78 -32.42 -21.48
H 21.87 -31.00 -23.06
H 20.85 -30.06 -25.21
H 19.41 -31.11 -24.95
H 22.39 -33.04 -26.34
H 22.69 -32.47 -24.62
H 22.65 -31.29 -25.97
H 20.19 -30.19 -21.58
H 19.19 -29.99 -22.75
C 14.33 -26.94 -24.07
C 14.85 -26.58 -25.42
C 14.66 -25.11 -25.86
O 15.24 -24.87 -27.16
C 14.81 -23.58 -27.73
N 16.27 -26.93 -25.49
H 14.10 -28.01 -24.05
H 13.45 -26.31 -23.92
H 15.06 -26.79 -23.28
H 14.29 -27.19 -26.14
H 15.05 -24.50 -25.04
H 13.58 -24.97 -25.93
H 15.19 -23.47 -28.74
H 15.28 -22.84 -27.08
H 13.73 -23.39 -27.72
H 16.16 -27.90 -25.21
H 16.58 -26.46 -24.65
C 15.87 -25.80 -31.56
C 15.85 -26.11 -30.05
C 15.63 -27.58 -29.80
O 15.73 -27.85 -28.43
C 15.20 -29.13 -28.06
N 17.19 -25.78 -29.55
H 16.54 -26.44 -32.13
H 16.20 -24.80 -31.85
H 14.90 -26.03 -32.00
H 15.10 -25.54 -29.51
H 16.46 -28.10 -30.28
H 14.63 -27.84 -30.13
H 14.22 -29.26 -28.52
H 15.16 -29.15 -26.97
H 15.90 -29.93 -28.31
H 17.76 -26.29 -30.20
H 17.25 -24.82 -29.84
```

## Properties
**⟨S²⟩**: 0.7506
**ΔE to the lowest compared entry with this formula, charge and spin**: 184.90 kJ/mol
**HOMO-LUMO gap (alpha / beta)**: 0.9106 / 6.7446 eV
**Total charge**: -2
**2S+1**: 2

***

Entry 11:
Entry from OMol25: a cluster of 3 separate species, C20H43IN2O8 in total (ωB97M-V/def2-TZVPD).

Structure (XYZ):
```
74
C20H43IN2O8 | OMol25 | ωB97M-V/def2-TZVPD
C 3.91 -0.05 2.24
C 2.72 -0.76 1.58
I 2.55 -0.16 -0.47
C 2.82 -2.30 1.67
C 1.81 -2.84 2.67
O 1.72 -2.44 3.79
O 1.04 -3.88 2.22
C -0.16 -3.58 1.48
C -0.61 -2.13 1.54
C -1.98 -2.00 0.87
O -2.61 -0.75 1.17
C -3.28 -0.70 2.35
O -4.21 0.02 2.52
H 4.79 -0.07 1.60
H 3.67 0.99 2.45
H 4.14 -0.55 3.18
H 1.81 -0.42 2.07
H 2.69 -2.79 0.71
H 3.80 -2.56 2.07
H -0.94 -4.23 1.90
H 0.00 -3.88 0.44
H 0.09 -1.49 1.00
H -0.68 -1.80 2.58
H -1.88 -2.03 -0.21
H -2.63 -2.83 1.16
H -2.86 -1.35 3.14
C -8.22 -4.92 -3.85
O -7.03 -4.21 -4.13
C -7.18 -2.80 -4.24
C -6.56 -2.08 -3.06
N -7.31 -2.32 -1.84
C -6.67 -1.85 -0.61
C -5.30 -2.39 -0.24
O -5.28 -3.75 0.16
C -5.28 -4.70 -0.90
H -8.02 -5.98 -4.01
H -8.56 -4.79 -2.82
H -9.03 -4.61 -4.52
H -8.24 -2.54 -4.34
H -6.66 -2.50 -5.15
H -6.57 -1.01 -3.27
H -5.51 -2.40 -2.99
H -7.52 -3.30 -1.75
H -7.35 -2.07 0.22
H -6.59 -0.76 -0.66
H -4.96 -1.83 0.63
H -4.56 -2.23 -1.04
H -4.71 -4.34 -1.76
H -6.30 -4.94 -1.23
H -4.82 -5.61 -0.52
C 3.91 6.81 -0.86
O 5.04 6.21 -1.45
C 6.28 6.80 -1.10
C 7.09 5.89 -0.20
N 6.49 5.77 1.12
C 7.07 4.76 1.98
C 7.06 3.30 1.52
O 5.79 2.70 1.48
C 5.01 2.97 0.33
H 3.03 6.42 -1.38
H 3.81 6.57 0.21
H 3.93 7.90 -0.97
H 6.13 7.77 -0.63
H 6.84 6.95 -2.03
H 8.10 6.32 -0.09
H 7.20 4.93 -0.71
H 5.50 5.61 1.02
H 6.53 4.80 2.94
H 8.11 5.04 2.20
H 7.64 2.73 2.25
H 7.56 3.18 0.55
H 5.64 3.04 -0.57
H 4.43 3.90 0.43
H 4.31 2.15 0.21
```

## Properties
**SMILES**: C[C@@H](I)CC(=O)OCCCOC=O.COCCNCCOC.COCCNCCOC
**HOMO-LUMO gap**: 9.0193 eV
**2S+1**: 1

***

Entry 12:
Entry from OMol25: the molecule C4H3N at a distorted geometry (ωB97M-V/def2-TZVPD).

Structure (XYZ):
```
8
C4H3N | OMol25 | ωB97M-V/def2-TZVPD
N -3.07 -2.24 0.91
C -2.21 -1.47 0.76
C -1.19 -0.52 0.51
C -0.25 0.26 0.92
C -0.01 -0.26 -0.41
H -0.01 0.64 1.91
H -0.10 0.38 -1.34
H 0.56 -1.24 -0.55
```

## Properties
**SMILES**: N#CC1=CC1
**ΔE to the lowest compared entry with this formula, charge and spin**: 136.98 kJ/mol
**HOMO-LUMO gap**: 10.1473 eV
**2S+1**: 1